Model 1:
Formula: C8H16N2O3
Source: the Open Molecules 2025 dataset
Level of theory: ωB97M-V with the def2-TZVPD basis set

Element x y z (Å)
C1 -0.855 -0.243 0.399
C2 0.491 -0.855 -0.001
C3 -1.738 0.006 -0.838
C4 -3.277 0.057 -0.607
C5 -3.862 -1.108 0.263
C6 -3.774 1.416 -0.053
C7 2.822 -0.830 0.643
C8 3.234 0.386 -0.183
H1 0.062 1.587 0.667
H2 -1.487 1.490 1.307
H3 -1.393 -0.910 1.042
H4 -1.387 0.819 -1.534
H5 -1.531 -0.892 -1.425
H6 -3.674 0.004 -1.597
H7 -4.946 -1.246 0.161
H8 -3.401 -2.046 0.028
H9 -3.664 -0.865 1.319
H10 -4.860 1.445 -0.064
H11 -3.323 2.131 -0.843
H12 -3.293 1.656 0.954
H13 1.309 -0.086 1.753
H14 3.430 -0.831 1.546
H15 3.055 -1.685 0.050
H16 2.723 2.117 -0.689
N1 -0.611 0.979 1.207
N2 1.429 -0.772 1.026
O1 0.638 -1.458 -1.058
O2 4.355 0.456 -0.625
O3 2.306 1.363 -0.322

As for the SMILES: CC(C)C[C@H](N)C(=O)NCC(=O)O. For the lowest unoccupied orbital energy, the calculation gives 0.516 eV.

natural (NBO) atomic charge list, values in e, 2 entries:
1. C -0.1599
2. C 0.6917


Model 2:
Formula: C8H16N2O3
Source: the Open Molecules 2025 dataset
Level of theory: ωB97M-V with the def2-TZVPD basis set

Element x y z (Å)
C1 2.765 0.379 0.301
C2 1.407 -0.136 -0.249
C3 3.423 1.546 -0.461
C4 -0.966 0.233 -0.462
C5 -1.982 1.383 -0.419
C6 -1.588 -1.073 0.053
C7 -2.681 -1.555 -0.921
C8 -2.131 -0.982 1.526
H1 3.495 -1.165 -0.693
H2 3.547 -1.498 0.900
H3 2.708 0.629 1.348
H4 4.389 1.826 0.006
H5 2.734 2.411 -0.529
H6 3.661 1.212 -1.470
H7 0.350 1.219 0.915
H8 -0.659 0.118 -1.504
H9 -0.828 -1.847 -0.016
H10 -3.618 -0.974 -0.881
H11 -3.044 -2.537 -0.598
H12 -2.322 -1.547 -1.938
H13 -2.431 -2.013 1.842
H14 -3.059 -0.414 1.535
H15 -1.403 -0.516 2.188
H16 -2.460 2.860 0.804
N1 3.736 -0.762 0.194
N2 0.319 0.540 0.188
O1 1.349 -1.004 -1.140
O2 -2.880 1.527 -1.202
O3 -1.833 2.139 0.684

As for the SMILES: CC(C)[C@H](NC(=O)[C@H](C)N)C(=O)O. For the lowest unoccupied orbital energy, the calculation gives 0.391 eV.

natural (NBO) atomic charge list, values in e, 2 entries:
1. C -0.1433
2. C 0.6652


Most stable structure - model 2; separation to the second - 0.0154 hartree.


Model 1:
Formula: CH2N4OS
Source: the Open Molecules 2025 dataset
Level of theory: ωB97M-V with the def2-TZVPD basis set

Element x y z (Å)
C1 -0.183 0.204 0.522
H1 -1.444 -0.758 -0.721
H2 2.108 -1.262 -0.802
N1 0.237 -0.872 -0.170
N2 1.370 -0.394 -1.046
N3 1.903 0.625 -0.329
N4 1.104 0.919 0.702
O1 -0.683 -1.536 -0.900
S1 -1.650 0.696 0.718

As for the SMILES: On1[nH]nnc1=S. For the lowest unoccupied orbital energy, the calculation gives -0.987 eV.

natural (NBO) atomic charge list, values in e, 2 entries:
1. C 0.0487
2. H 0.4416


Model 2:
Formula: CH2N4OS
Source: the Open Molecules 2025 dataset
Level of theory: ωB97M-V with the def2-TZVPD basis set

Element x y z (Å)
C1 0.416 -0.211 -0.847
H1 -0.972 -1.753 -0.202
H2 -0.611 1.422 1.603
N1 -0.363 -0.150 0.272
N2 0.108 0.930 1.064
N3 1.086 1.543 0.237
N4 1.219 0.854 -0.841
O1 -0.772 -1.340 0.815
S1 -0.111 -1.294 -2.102

As for the SMILES: On1[nH]nnc1=S. For the lowest unoccupied orbital energy, the calculation gives -1.367 eV.

natural (NBO) atomic charge list, values in e, 2 entries:
1. C 0.1782
2. H 0.4868


Most stable structure - model 2; separation to the second - 0.0260 hartree.


Model 1:
Formula: H2OTl
Source: the Open Molecules 2025 dataset
Level of theory: ωB97M-V with the def2-TZVPD basis set

Element x y z (Å)
Tl1 3.248 -1.406 -0.041
O1 -0.749 0.296 -0.095
H1 -1.448 -0.069 0.449
H2 -1.051 1.178 -0.313

Its total charge is +3. For the lowest unoccupied orbital energy, the calculation gives -25.649 eV.

natural (NBO) atomic charge list, values in e, 2 entries:
1. Tl 1.9466
2. O -0.0699


Model 2:
Formula: H2OTl
Source: the Open Molecules 2025 dataset
Level of theory: ωB97M-V with the def2-TZVPD basis set

Element x y z (Å)
Tl1 -4.807 -23.410 0.154
O1 -6.471 -25.696 0.434
H1 -6.526 -25.981 1.421
H2 -6.432 -26.603 -0.064

Its total charge is +3. For the lowest unoccupied orbital energy, the calculation gives -25.915 eV.

natural (NBO) atomic charge list, values in e, 2 entries:
1. Tl 2.1731
2. O -0.3957


Most stable structure - model 1; separation to the second - 0.0133 hartree.


Model 1:
Formula: CHN3O
Source: the Open Molecules 2025 dataset
Level of theory: ωB97M-V with the def2-TZVPD basis set

Element x y z (Å)
C1 0.113 -0.609 0.335
H1 0.564 -1.587 0.753
N1 -0.482 0.329 0.916
N2 -0.529 1.347 -0.024
N3 -0.035 0.868 -1.067
O1 0.370 -0.349 -0.912

As for the SMILES: c1nnno1. For the lowest unoccupied orbital energy, the calculation gives 0.842 eV.

natural (NBO) atomic charge list, values in e, 2 entries:
1. C 0.2984
2. H 0.2259


Model 2:
Formula: CHN3O
Source: the Open Molecules 2025 dataset
Level of theory: ωB97M-V with the def2-TZVPD basis set

Element x y z (Å)
C1 0.983 -0.355 0.233
N1 1.871 0.378 0.230
N2 -0.539 -2.488 2.000
N3 -1.630 -2.404 2.184
O1 -2.768 -2.223 2.330
H1 0.251 -1.114 0.290

As for the SMILES: N#[N+][O-].C#N. For the lowest unoccupied orbital energy, the calculation gives 0.738 eV.

natural (NBO) atomic charge list, values in e, 2 entries:
1. C 0.0699
2. N -0.3009


Most stable structure - model 2; separation to the second - 0.0057 hartree.


Model 1:
Formula: H3O3PS
Source: the Open Molecules 2025 dataset
Level of theory: ωB97M-V with the def2-TZVPD basis set

Element x y z (Å)
O1 1.410 0.901 -0.450
O2 -0.382 -0.947 1.124
O3 0.162 0.658 -2.548
P1 1.590 -0.573 -0.514
S1 0.500 -0.926 -2.183
H1 0.161 0.999 -1.652
H2 -0.265 -1.418 1.868
H3 0.187 -0.179 1.239

As for the SMILES: O=PSO.O. For the lowest unoccupied orbital energy, the calculation gives -0.292 eV.

natural (NBO) atomic charge list, values in e, 2 entries:
1. O -1.0743
2. O -0.9059


Model 2:
Formula: H3O3PS
Source: the Open Molecules 2025 dataset
Level of theory: ωB97M-V with the def2-TZVPD basis set

Element x y z (Å)
O1 1.438 1.163 -0.576
O2 -0.784 0.895 -1.119
O3 0.219 -1.750 0.775
P1 0.057 1.531 0.124
S1 -0.125 -0.809 2.086
H1 1.330 0.550 -1.290
H2 -1.797 0.917 -0.991
H3 -0.339 -2.497 0.991

For the lowest unoccupied orbital energy (alpha / beta), the calculation gives -0.660 / -0.844 eV.

natural (NBO) atomic charge list, values in e, 2 entries:
1. O -0.9843
2. O -1.0158


Most stable structure - model 1; separation to the second - 0.0245 hartree.


Model 1:
Formula: C2H5N2O2
Source: the Open Molecules 2025 dataset
Level of theory: ωB97M-V with the def2-TZVPD basis set

Element x y z (Å)
C1 -0.883 0.781 0.267
C2 1.525 -1.296 -0.052
N1 0.420 0.683 0.670
N2 -1.908 -0.096 0.249
O1 1.391 -0.251 0.754
O2 -1.830 -1.330 0.224
H1 -1.151 1.778 0.196
H2 2.338 -1.974 0.167
H3 0.562 -1.700 -0.605
H4 0.734 1.591 1.062
H5 -2.836 0.365 0.005

Its total charge is +1. For the lowest unoccupied orbital energy (alpha / beta), the calculation gives -6.927 / -5.719 eV.

natural (NBO) atomic charge list, values in e, 2 entries:
1. C 0.0987
2. C 0.1492


Model 2:
Formula: C2H5N2O2
Source: the Open Molecules 2025 dataset
Level of theory: ωB97M-V with the def2-TZVPD basis set

Element x y z (Å)
C1 0.059 -0.125 0.025
C2 0.877 1.021 0.066
N1 -1.480 0.130 -0.006
N2 0.397 -1.538 0.019
O1 -1.957 1.252 -0.022
O2 -2.060 -0.914 0.107
H1 1.660 0.967 -0.660
H2 1.093 1.174 1.190
H3 0.261 1.883 -0.253
H4 1.413 -1.692 -0.046
H5 -0.263 -2.158 -0.417

As for the SMILES: CC(=[NH2+])[N+](=O)[O-]. Its total charge is +1. For the lowest unoccupied orbital energy, the calculation gives -7.555 eV.

natural (NBO) atomic charge list, values in e, 2 entries:
1. C 0.6136
2. C -0.7966


Most stable structure - model 2; separation to the second - 0.0806 hartree.